DFT (the ωB97M-V functional and the def2-TZVPD basis) results for a molecular structure, C23H16N3OPS2W.

Geometry as XYZ:
```
47
Properties=species:S:1:pos:R:3:nbo_charge:R:1
W 0.2337 -0.1729 -0.0182 1.00
S 1.7342 1.0187 1.2890 0.21
C 0.2208 1.2007 2.2125 -0.32
S -1.2102 1.2378 1.1794 0.22
C 0.1736 1.2614 3.5656 -0.17
C -1.0605 1.5051 4.2407 0.21
N -2.0726 1.6935 4.7521 -0.13
C 1.3432 1.0476 4.3552 0.21
N 2.2728 0.7830 4.9777 -0.13
O 0.2557 -2.1902 1.3664 -0.54
N -0.6645 -2.0416 0.3062 -0.13
C -0.0539 -2.1938 -0.8700 -0.17
C -0.9195 -2.1251 -2.0855 0.00
C -1.7718 -3.1747 -2.3979 -0.18
C -2.5317 -3.1147 -3.5584 -0.15
C -2.4602 -2.0082 -4.3931 -0.15
C -1.6352 -0.9375 -4.0721 -0.16
C -0.8556 -0.9987 -2.9272 -0.39
P 0.2214 0.3486 -2.3612 1.07
C 1.9141 -0.0313 -2.8529 -0.34
C 2.9017 0.9029 -2.5088 -0.22
C 4.2158 0.6640 -2.8683 -0.18
C 4.5468 -0.5002 -3.5530 -0.14
C 3.5681 -1.4311 -3.8810 -0.19
C 2.2474 -1.2060 -3.5297 -0.21
C -0.2793 1.9286 -3.0434 -0.43
C 0.2321 2.3434 -4.2736 -0.12
C -0.1898 3.5498 -4.8055 -0.21
C -1.1051 4.3356 -4.1166 -0.14
C -1.6163 3.9174 -2.8946 -0.18
C -1.2028 2.7150 -2.3500 -0.18
H -0.2405 -2.5303 2.1316 0.54
H 0.9115 -2.7120 -0.9082 0.28
H -1.8379 -4.0348 -1.7431 0.24
H -3.1891 -3.9382 -3.8021 0.26
H -3.0609 -1.9715 -5.2917 0.25
H -1.6095 -0.0598 -4.7061 0.25
H 2.6307 1.8187 -1.9938 0.23
H 4.9838 1.3856 -2.6243 0.25
H 5.5747 -0.6818 -3.8371 0.25
H 3.8347 -2.3328 -4.4156 0.25
H 1.4815 -1.9223 -3.8020 0.23
H 0.9528 1.7305 -4.8022 0.22
H 0.2014 3.8814 -5.7578 0.25
H -1.4180 5.2833 -4.5337 0.25
H -2.3333 4.5336 -2.3692 0.24
H -1.5943 2.3812 -1.4012 0.21
```

Output
Multiplicity   3
E_tot   -63392.4925 eV
Kohn-Sham gap (alpha / beta)   6.1107 / 5.3648 eV
Highest occupied orbital energy (alpha / beta)   -15.45 / -15.43 eV
Total charge   +2

---

DFT (the ωB97M-V functional and the def2-TZVPD basis) results for a molecular structure, C25H31AsN2O5PdSSi.

Geometry as XYZ:
```
67
Properties=species:S:1:pos:R:3:nbo_charge:R:1
Pd 0.1866 1.0926 -0.3571 0.85
C 4.2780 1.6170 -1.0792 -1.15
Si 3.0983 0.2257 -1.3996 1.77
C 2.0319 0.6061 -2.8635 -1.16
C 3.7932 -1.4852 -1.5516 -1.15
N 1.9613 0.1976 0.1001 -0.61
C 2.3384 -0.0842 1.2914 0.15
C 3.7415 -0.3469 1.6371 -0.16
C 4.1336 -0.4553 2.9119 -0.20
C 3.1702 -0.3615 3.9799 0.03
C 1.8376 -0.1750 3.7662 -0.37
C 1.3703 -0.0808 2.4451 0.61
O 0.1320 -0.0177 2.1212 -0.43
C -0.8880 0.1441 3.1176 0.30
C -1.6405 -0.9585 3.4507 -0.28
C -2.6525 -0.7796 4.3854 -0.17
C -2.8823 0.4737 4.9378 -0.17
C -2.1072 1.5637 4.5617 -0.18
C -1.0890 1.4074 3.6315 -0.29
H 4.8168 1.8252 -2.0068 0.28
H 5.0225 1.4259 -0.3071 0.25
H 3.7307 2.5236 -0.8101 0.27
H 2.6654 0.5702 -3.7547 0.27
H 1.6045 1.6087 -2.8098 0.25
H 1.2346 -0.1281 -2.9849 0.26
H 4.3946 -1.5208 -2.4636 0.28
H 2.9861 -2.2114 -1.6700 0.26
H 4.4301 -1.8150 -0.7321 0.25
H 4.4613 -0.4065 0.8364 0.25
H 5.1741 -0.6139 3.1582 0.26
H 3.5239 -0.4642 4.9989 0.26
H 1.1365 -0.1392 4.5866 0.27
H -1.4463 -1.9212 2.9970 0.25
H -3.2609 -1.6236 4.6791 0.24
H -3.6722 0.6024 5.6646 0.24
H -2.2932 2.5384 4.9912 0.24
H -0.4723 2.2399 3.3135 0.24
C -2.5243 -1.5749 -3.8227 -0.96
As -2.2874 -0.1586 -2.5577 1.48
C -3.9741 0.1866 -1.7191 -0.96
C -1.7533 1.4154 -3.5105 -0.96
S -0.8667 -0.8323 -1.0809 -0.51
H -3.2236 -1.2426 -4.5887 0.26
H -2.9238 -2.4472 -3.3092 0.27
H -1.5648 -1.8222 -4.2719 0.26
H -4.7120 0.4616 -2.4721 0.26
H -3.8412 0.9986 -1.0065 0.26
H -4.2911 -0.7137 -1.1968 0.26
H -2.2987 1.4364 -4.4532 0.26
H -0.6835 1.3788 -3.7037 0.26
H -1.9914 2.2879 -2.9084 0.27
O -1.2409 2.5290 -0.5963 -0.67
C -0.4850 3.3800 -0.0088 0.79
O 0.6606 2.9541 0.3715 -0.67
C -0.8995 4.7674 0.2288 -0.21
C -2.1867 5.1927 -0.0967 -0.12
C -2.5579 6.5066 0.1331 -0.20
C -1.6503 7.3985 0.6896 -0.16
C -0.3811 6.9482 1.0052 0.09
C 0.0187 5.6487 0.7876 -0.15
N 0.5917 7.8910 1.6036 0.52
O 1.6831 7.4448 1.8894 -0.37
O 0.2054 9.0142 1.8250 -0.34
H -2.8878 4.4904 -0.5266 0.23
H -3.5537 6.8431 -0.1181 0.24
H -1.9110 8.4297 0.8808 0.27
H 1.0206 5.3383 1.0439 0.27
```

Output
E_tot   -122661.0457 eV
Kohn-Sham gap   5.7085 eV
Highest occupied orbital energy   -14.46 eV
Total charge   +2

---

Per-record maximum force, eV/Å: 3.25; 0.50